A structure of composition C55H35BrCl3GeI5N5O9P2PbS. Source: OMol25; level of theory: ωB97M-V/def2-TZVPD.

```
118
Properties=species:S:1:pos:R:3
Pb 0.71683 -0.18828 -0.27017
I -1.82341 -8.26343 1.40494
C -1.67730 -6.49705 0.39618
C -0.89454 -6.40106 -0.72992
C -0.52567 -5.12823 -1.11090
C -1.24774 -4.00478 -0.70002
C -1.95650 -4.11842 0.49623
C -2.23366 -5.34014 1.01995
C -1.30023 -2.81172 -1.54674
C -2.43826 -1.93563 -1.37674
C -3.85048 -2.31729 -1.13043
C -4.54360 -1.10971 -1.16816
C -3.51461 -0.05645 -1.17885
C -3.73947 1.38050 -0.87768
C -5.14068 1.86615 -0.73867
C -6.04881 1.41622 0.24995
C -7.29235 2.00098 0.40898
C -7.78312 2.92376 -0.53337
I -9.54413 4.00853 0.18013
C -6.96437 3.26625 -1.60489
C -5.64669 2.82178 -1.64003
C -2.63679 2.25700 -0.65125
N -1.26335 1.95048 -0.72546
C -0.58091 3.03419 -0.21102
C 0.78324 2.99311 0.32985
C 1.41628 4.29898 0.62880
C 1.22643 5.37867 -0.19604
C 1.88998 6.56947 0.01332
C 2.82585 6.66111 1.01646
I 4.01126 8.43735 1.15943
C 2.98216 5.59531 1.93968
C 2.20401 4.46730 1.75050
C 1.91596 2.62183 -4.29383
C 1.78664 2.37416 -2.81605
C 2.33099 1.13360 -2.59728
C 2.54745 0.55139 -3.92586
N 2.60361 1.51871 -4.84227
C 2.48180 -0.88613 -4.22970
C 1.24529 -1.58854 -3.80633
C 0.74046 -2.75423 -4.56171
C -0.21257 -3.32603 -3.78982
C -0.33108 -2.49552 -2.59190
N 0.53233 -1.44060 -2.64364
C 3.57047 -1.52029 -4.91218
C 4.68581 -0.72472 -5.19125
C 5.64618 -1.20023 -6.09904
C 5.62618 -2.52428 -6.53573
I 7.07107 -3.22274 -7.86618
C 4.58617 -3.40970 -6.03923
C 3.58764 -2.91053 -5.24329
C -1.55364 4.05831 0.19708
C -2.78675 3.57873 -0.01812
N -2.28389 -0.55373 -1.31654
H -0.53627 -7.32516 -1.19883
H 0.26792 -4.97876 -1.84701
H -2.32860 -3.22101 0.96177
H -2.94657 -5.36738 1.86416
H -4.25911 -3.29079 -1.00941
H -5.62371 -0.93900 -1.28474
H -5.64822 0.60533 0.87937
H -7.87999 1.68347 1.28274
H -7.33766 3.89312 -2.37321
H -5.03456 3.18008 -2.48173
H 0.55105 5.40948 -1.06613
H 1.74382 7.40865 -0.65869
H 3.69874 5.67135 2.70784
H 2.17473 3.75476 2.52251
H 1.47134 3.13955 -2.10796
H 2.52794 0.51283 -1.67309
H 0.94842 -3.01090 -5.60253
H -0.79989 -4.21437 -4.00976
H 4.78790 0.23398 -4.65380
H 6.42146 -0.52829 -6.43921
H 4.53697 -4.48459 -6.33548
H 2.85605 -3.57486 -4.80922
H -1.20857 5.02828 0.53613
H -3.74261 4.06406 0.23854
O 1.36644 -2.48665 3.82112
P 2.40238 -1.74235 2.88770
O 3.53438 -1.44985 3.87443
O 1.75408 -0.53409 2.29812
O 2.99443 -2.75604 1.73044
P 2.21554 -2.77499 0.34243
O 2.67750 -4.20135 -0.31873
O 2.64580 -1.60701 -0.52315
O 0.73568 -2.73145 0.62882
H 1.24351 -3.45979 3.61673
H 3.14607 -3.99498 -1.15725
O 1.46477 1.91862 0.53819
O 1.31678 3.47382 -4.83500
Cl -1.85905 4.42664 4.80308
Ge -0.49025 2.85087 5.32513
Cl 1.40018 4.00250 5.40928
Cl -0.93535 2.30137 7.42272
S 6.01669 -0.78867 1.13623
C 6.25309 0.15455 2.49623
N 5.89756 -0.25599 3.71434
C 6.20107 0.46907 4.83197
C 6.82845 1.70995 4.77005
C 7.15457 2.25805 3.50077
C 6.95985 1.43116 2.38370
H 4.44952 -1.14938 3.71969
H 6.00005 -0.07276 5.74680
H 6.99787 2.26933 5.68595
H 7.60533 3.23019 3.44945
H 7.19977 1.70873 1.36618
Br -5.51068 1.22288 5.72573
C -5.50101 -0.32569 4.65570
C -6.59566 -1.18607 4.83454
C -6.57398 -2.41231 4.15345
C -5.77117 -2.59524 3.05744
C -4.81585 -1.67155 2.73511
C -4.57712 -0.59116 3.59753
I -2.84845 0.52898 3.44815
H -7.30749 -0.97308 5.63639
H -7.30702 -3.16961 4.39295
H -5.98070 -3.36993 2.33477
H -4.22765 -1.74095 1.83934
```

## Properties
orbital gap (alpha / beta) = 0.118 / 0.118 Ha
relative energy (zero: lowest compared OMol25 entry of this formula, charge and spin) = 2.905 eV
E_tot = -322777.8060 eV
⟨S²⟩ = 1.183
net charge = -2
HOMO energy (alpha / beta) = -2.23 / -2.23 eV
multiplicity = 2